Density functional theory data (ωB97M-V/def2-TZVPD) for C25H17BrN3PtS as an isolated structure.

The geometry in XYZ format:
```
48
Properties=species:S:1:pos:R:3:forces:R:3
Pt 0.170712 0.167819 0.089950 0.00 -0.60 0.25
Br -5.811338 -3.675939 -2.052746 -0.12 -0.05 -0.01
C -4.084421 -2.959495 -1.887241 0.06 -0.01 -0.02
C -3.894618 -1.772701 -1.203768 0.06 0.09 0.03
C -2.613873 -1.254474 -1.078671 -0.13 0.10 0.02
C -1.532472 -1.911326 -1.638028 0.36 0.11 0.01
C -1.734738 -3.110243 -2.317620 0.08 -0.10 -0.01
C -3.006747 -3.634730 -2.444940 0.01 0.04 0.01
N -0.220621 -1.316898 -1.476742 -0.43 0.60 -0.04
C 0.753346 -1.722181 -2.186271 0.63 -0.01 -0.22
C 2.123546 -1.153496 -2.066236 -0.83 -0.24 -0.08
C 3.152561 -1.608851 -2.859657 0.28 -0.02 -0.20
C 4.393304 -0.983854 -2.743718 -0.11 -0.16 -0.10
C 4.530747 0.065606 -1.860040 -0.09 0.17 0.14
C 3.430255 0.442247 -1.086913 0.14 -0.13 -0.07
N 2.261025 -0.170796 -1.181201 0.44 -0.03 0.24
H -4.736850 -1.254202 -0.767168 0.01 0.00 -0.01
H -2.449693 -0.326224 -0.550294 -0.01 0.02 0.06
H -0.912646 -3.673894 -2.737492 -0.03 -0.01 0.03
H -3.160759 -4.568116 -2.967835 0.00 0.01 0.01
H 0.607203 -2.484925 -2.946892 0.09 -0.02 0.06
H 2.993436 -2.423698 -3.555315 0.02 0.05 0.01
H 5.230784 -1.312978 -3.344382 -0.02 0.01 0.00
H 5.470511 0.590314 -1.756350 -0.02 -0.01 0.02
H 3.493635 1.249908 -0.367866 0.04 -0.01 0.01
S -0.543091 2.759060 3.625777 -0.01 0.02 0.01
C 0.371784 1.385462 4.178617 0.02 0.02 0.11
C 0.778436 1.077174 5.474018 -0.02 0.03 -0.02
C 1.501168 -0.082798 5.665880 0.01 -0.02 -0.02
C 1.818902 -0.923429 4.591392 0.00 0.01 0.02
C 1.419404 -0.616787 3.307463 -0.01 -0.01 -0.03
C 0.687464 0.550069 3.108693 0.01 0.10 -0.20
N 0.201579 1.032508 1.895634 0.11 0.03 0.13
C -0.459385 2.156002 2.025310 -0.09 0.11 -0.04
C -1.030172 2.674696 0.804238 0.00 0.13 0.01
C -1.691507 3.887155 0.636104 0.01 0.03 0.03
C -2.131277 4.247986 -0.625606 0.02 -0.04 -0.03
C -1.899934 3.402917 -1.708193 0.00 0.04 0.01
C -1.245924 2.185942 -1.544713 -0.07 0.07 0.01
C -0.817179 1.814252 -0.281844 -0.44 -0.26 -0.12
H 0.535189 1.725284 6.305412 0.00 -0.01 -0.02
H 1.827122 -0.346262 6.662936 0.00 0.00 -0.01
H 2.386640 -1.825832 4.774100 -0.01 0.01 -0.01
H 1.662126 -1.261034 2.471465 0.01 -0.02 0.01
H -1.855375 4.542969 1.484129 0.01 -0.01 -0.03
H -2.646552 5.187435 -0.771833 0.01 -0.02 0.00
H -2.238182 3.693500 -2.695094 0.00 0.00 0.02
H -1.083519 1.536881 -2.396443 -0.02 -0.01 0.00
```
Positions in Å, forces in eV/Å.

As for the net charge: +1. As for the spin multiplicity: 1. For the gap between HOMO and LUMO, the calculation gives 6.99 eV. The calculation puts the energy relative to the best compared isomer or geometry (same formula, charge and spin) at 1.352 eV.